Entry from the Open Molecules 2025 dataset: a structure of composition C4H6S4 in a non-equilibrium geometry (the ωB97M-V functional and the def2-TZVPD basis).

Output
- relative energy (zero: lowest compared OMol25 entry of this formula, charge and spin) (kcal/mol) = 112.09
- electronic energy (Ha) = -1748.569067
- gap between HOMO and LUMO (eV) = 7.703

```
14
C4H6S4, DFT the ωB97M-V functional and the def2-TZVPD basis
C 2.53951 1.42758 0.05395
C 1.66714 0.22591 -0.09349
C -0.57236 -1.03115 0.63786
C -3.38989 -0.61215 -0.50402
H 1.81829 2.43319 -0.40781
H 2.79921 1.77344 1.33434
H 3.57128 1.52641 -0.57834
H -0.14827 -1.66587 1.33965
H -0.41473 -1.44552 -0.45627
H -3.01054 -1.26828 -1.75886
S 2.17797 -1.39358 -0.59622
S 0.12959 0.55594 0.52439
S -2.37796 -0.95492 1.00826
S -4.78924 0.42901 -0.50344
```



Entry from the Open Molecules 2025 dataset: the molecule C4H5NO3 in a non-equilibrium geometry (the ωB97M-V functional and the def2-TZVPD basis).

Output
- relative energy (zero: lowest compared OMol25 entry of this formula, charge and spin) (kcal/mol) = 106.65
- electronic energy (Ha) = -435.612139
- multiplicity = 3
- gap between HOMO and LUMO (spin up / spin down) (eV) = 7.619 / 8.359

```
13
C4H5NO3, DFT the ωB97M-V functional and the def2-TZVPD basis
C -0.06904 1.59027 -0.00137
C 0.78436 -0.04398 -0.11643
C -0.37257 -0.95891 0.02271
C -1.64373 -0.07662 -0.01771
N 2.11748 -0.18448 -0.00159
O 2.83068 0.81695 0.02900
O 2.53447 -1.34636 0.02294
O -1.31940 1.32817 0.02234
H 0.36045 2.56797 -0.02139
H -0.39215 -1.68481 -0.79370
H -0.31289 -1.51861 0.96233
H -2.21368 -0.22541 -0.93919
H -2.30397 -0.26417 0.83206
```



Entry from the Open Molecules 2025 dataset: a cluster of 10 separate species, C10H22Cl16N2O4 in total in a non-equilibrium geometry (the ωB97M-V functional and the def2-TZVPD basis).

Output
- relative energy (zero: lowest compared OMol25 entry of this formula, charge and spin) (kcal/mol) = 0.00
- structure (SMILES) = C[N+](=O)[O-].C[N+](=O)[O-].ClCCl.ClCCl.ClCCl.ClCCl.ClCCl.ClCCl.ClCCl.ClCCl
- electronic energy (Ha) = -8167.538862
- gap between HOMO and LUMO (eV) = 10.584

```
54
C10H22Cl16N2O4, DFT the ωB97M-V functional and the def2-TZVPD basis
C -27.58312 -20.91160 -3.74180
N -26.38609 -21.67613 -4.15306
O -25.68788 -21.21875 -5.03063
O -26.13809 -22.70740 -3.51981
H -27.30338 -20.17075 -2.99282
H -28.35707 -21.58538 -3.37423
H -27.89871 -20.38240 -4.64093
C -28.82531 -25.88232 -4.40132
N -29.13412 -24.41406 -4.41941
O -28.59953 -23.74743 -5.30004
O -29.97442 -23.95952 -3.59941
H -27.97936 -26.00753 -3.72546
H -28.55465 -26.17990 -5.41438
H -29.67992 -26.40928 -3.97698
C -24.17863 -24.64740 -4.93317
Cl -22.63795 -25.43566 -5.38054
Cl -25.52435 -25.39253 -5.87904
H -24.40766 -24.73403 -3.87102
H -24.06715 -23.57989 -5.12316
C -27.29469 -21.96645 -8.22284
Cl -27.88217 -20.32017 -7.83575
Cl -25.82337 -22.04830 -9.26987
H -27.13879 -22.41783 -7.24301
H -28.03706 -22.57348 -8.74103
C -31.50590 -19.12446 -1.79765
Cl -29.73725 -19.32871 -2.20052
Cl -32.62894 -20.16974 -2.76067
H -31.65033 -19.32281 -0.73563
H -31.71871 -18.08543 -2.04912
C -27.29453 -18.26526 0.49879
Cl -26.00782 -16.98159 0.68221
Cl -26.59745 -19.74860 -0.22823
H -27.71334 -18.50835 1.47531
H -28.08381 -17.89101 -0.15318
C -23.14753 -20.37477 -7.43802
Cl -22.59937 -21.60336 -6.26176
Cl -22.54271 -18.79120 -6.85168
H -22.86111 -20.50810 -8.48123
H -24.23560 -20.39190 -7.37548
C -31.56368 -21.58365 -6.66640
Cl -30.54274 -20.95599 -5.34118
Cl -33.02897 -22.35686 -5.98027
H -31.78198 -20.73505 -7.31472
H -30.97902 -22.20294 -7.34666
C -27.78841 -24.68344 -0.33879
Cl -28.39180 -23.12928 -0.92906
Cl -28.66280 -26.00458 -1.15301
H -26.72945 -24.87192 -0.51531
H -27.98558 -24.67359 0.73318
C -24.87469 -17.83439 -3.83147
Cl -26.46343 -17.24522 -3.30923
Cl -23.54232 -17.38610 -2.73903
H -24.94838 -18.91789 -3.92473
H -24.59931 -17.48732 -4.82737
```



Entry from the Open Molecules 2025 dataset: a cluster of 2 separate species, C9H10N2 in total in a non-equilibrium geometry (the ωB97M-V functional and the def2-TZVPD basis).

Output
- relative energy (zero: lowest compared OMol25 entry of this formula, charge and spin) (kcal/mol) = 125.79
- electronic energy (Ha) = -458.269957
- gap between HOMO and LUMO (eV) = 8.094

```
21
C9H10N2, DFT the ωB97M-V functional and the def2-TZVPD basis
C 3.56663 -0.23613 -1.12132
C -0.23469 1.81350 1.13847
C -1.43318 0.21142 0.07713
C -2.36250 -0.70933 -0.08218
C -0.75208 0.59929 1.31283
C -0.99857 1.25511 -0.93536
C -3.09502 -0.97148 -1.31899
C 3.18548 -1.18492 1.01490
C 2.69906 -0.55742 -0.04075
N 4.33820 -0.17307 -1.96909
N -0.27800 2.10147 -0.20363
H 0.06672 2.49467 1.92105
H -2.61604 -1.21908 0.83056
H -0.70551 0.03015 2.18653
H -2.37899 -1.00508 -2.21829
H -3.86442 -0.05124 -1.24036
H -3.65217 -1.91572 -1.35992
H 4.16797 -1.35517 1.36735
H 2.47818 -1.72966 1.62107
H 0.15335 2.98146 -0.64898
H 1.71558 -0.37874 -0.33100
```



Copy entry 4 word for word.
Entry from the Open Molecules 2025 dataset: a cluster of 2 separate species, C9H10N2 in total in a non-equilibrium geometry (the ωB97M-V functional and the def2-TZVPD basis).

Output
- relative energy (zero: lowest compared OMol25 entry of this formula, charge and spin) (kcal/mol) = 125.79
- electronic energy (Ha) = -458.269957
- gap between HOMO and LUMO (eV) = 8.094

```
21
C9H10N2, DFT the ωB97M-V functional and the def2-TZVPD basis
C 3.56663 -0.23613 -1.12132
C -0.23469 1.81350 1.13847
C -1.43318 0.21142 0.07713
C -2.36250 -0.70933 -0.08218
C -0.75208 0.59929 1.31283
C -0.99857 1.25511 -0.93536
C -3.09502 -0.97148 -1.31899
C 3.18548 -1.18492 1.01490
C 2.69906 -0.55742 -0.04075
N 4.33820 -0.17307 -1.96909
N -0.27800 2.10147 -0.20363
H 0.06672 2.49467 1.92105
H -2.61604 -1.21908 0.83056
H -0.70551 0.03015 2.18653
H -2.37899 -1.00508 -2.21829
H -3.86442 -0.05124 -1.24036
H -3.65217 -1.91572 -1.35992
H 4.16797 -1.35517 1.36735
H 2.47818 -1.72966 1.62107
H 0.15335 2.98146 -0.64898
H 1.71558 -0.37874 -0.33100
```



Among the records above, which one has the highest electronic energy?
C4H5NO3